[1]
39
Properties=species:S:1:pos:R:3:mulliken_charge:R:1 method="wB97M-V/def2-TZVPD" e_lumo_ev=-4.4 homo_energy_ev=-13.669 homo_lumo_gap_ha=0.3417 charge=+1
O -4.34900 1.52527 5.50156 -0.39
P -4.91079 0.07940 5.12397 0.30
O -5.98461 0.20966 3.96990 -0.37
P -3.09625 -0.71799 4.07066 0.37
Br -2.65043 0.32026 2.19682 0.01
H -4.15020 2.08491 4.72735 0.35
H -5.83252 0.92387 3.32375 0.35
H -2.02990 -0.48897 4.93863 0.20
H -3.15374 -2.10055 3.88409 0.20
C 0.17347 -2.83671 1.98592 -0.21
C 0.83281 -4.08339 2.54020 0.31
O 0.43738 -4.04548 3.91892 -0.33
C -0.73461 -3.39719 3.98556 0.66
O -1.47508 -3.37941 4.91860 -0.54
O -0.99216 -2.73715 2.83667 -0.30
F 2.17282 -4.02234 2.46397 -0.27
H 0.78671 -1.95392 2.11799 0.26
H -0.10708 -2.92384 0.94303 0.11
H 0.49319 -5.02091 2.09964 0.30
C 0.70536 0.10934 -2.57969 -0.55
C 0.40949 -1.35471 -2.34936 0.35
O 0.80278 -1.53241 -0.98544 -0.33
C 0.65525 -0.33267 -0.36542 0.70
O 0.65653 -0.18353 0.81454 -0.51
O 0.50120 0.65428 -1.25835 -0.31
F 1.15055 -2.16389 -3.12986 -0.27
H 1.73956 0.26851 -2.88108 0.28
H 0.04948 0.57416 -3.29929 0.38
H -0.64124 -1.62790 -2.45452 0.29
C 3.16709 4.64473 -4.25880 -0.42
C 3.54036 3.67949 -5.36331 0.31
O 2.69365 2.56944 -5.08547 -0.30
C 1.58825 3.04689 -4.45780 0.67
O 0.58340 2.43398 -4.31196 -0.53
O 1.78924 4.30771 -4.02756 -0.30
F 4.82881 3.28744 -5.28605 -0.27
H 3.74398 4.45699 -3.35349 0.28
H 3.26900 5.68720 -4.54237 0.28
H 3.33722 4.03939 -6.37197 0.30

---

[2]
66
Properties=species:S:1:pos:R:3:mulliken_charge:R:1 method="wB97M-V/def2-TZVPD" e_lumo_ev=-0.3 homo_energy_ev=-7.735 homo_lumo_gap_ha=0.2721 relative_energy_kj_mol=192.1
C -0.22439 -0.21336 6.14241 -1.75
C -0.30337 -0.56541 4.69531 1.26
C 0.87739 -0.74384 3.96691 -0.85
C 0.81069 -1.04310 2.61602 -0.72
C -0.41454 -0.85332 1.90274 0.24
C -0.37449 -0.66939 0.46291 -0.62
C -1.51234 -0.91361 -0.42458 1.07
C -1.30509 -1.61589 -1.63485 -0.49
C -2.36585 -2.01494 -2.43936 -0.99
C -3.69463 -1.71143 -2.06376 1.05
C -4.86539 -2.14472 -2.89342 -1.46
C -3.91206 -0.87550 -0.95730 -1.63
C -2.84989 -0.51091 -0.13532 0.26
C -1.59617 -0.85703 2.66828 -0.38
C -1.53698 -0.66511 4.04495 -0.86
H -1.16998 0.21551 6.49217 0.35
H -0.01117 -1.12204 6.72114 0.40
H 0.57661 0.51366 6.33847 0.39
H 1.83315 -0.63915 4.48003 0.41
H 1.70488 -1.42537 2.10185 0.80
H 0.57335 -0.99077 0.01254 0.87
H -0.26947 -1.88447 -1.92106 0.33
H -2.17579 -2.59355 -3.34341 0.38
H -5.79913 -2.01451 -2.32405 0.36
H -4.97434 -1.53884 -3.81062 0.27
H -4.77136 -3.19518 -3.21241 0.37
H -4.92280 -0.52514 -0.73428 0.32
H -3.08051 0.08354 0.76789 -0.01
H -2.56513 -1.04648 2.21020 0.66
H -2.45125 -0.57617 4.63800 0.37
C -1.95105 3.05936 3.62700 -0.91
C -2.34964 2.67216 2.21342 -0.23
O -1.15613 2.02883 1.65857 -0.13
C -1.02254 1.73959 0.33303 -0.41
C 0.34238 1.06512 0.09605 -0.36
N 0.69072 0.96068 -1.23419 -0.06
C 1.76917 0.42032 -1.75727 -0.09
C 1.67556 0.05244 -3.18386 0.24
C 2.58593 -0.78926 -3.86674 -0.39
C 2.51059 -0.92575 -5.26047 -0.84
C 1.52031 -0.23091 -5.97975 -0.39
C 0.53983 0.51368 -5.29081 -0.74
C 0.60529 0.61102 -3.90234 -0.19
C 3.05515 0.28944 -1.03223 0.85
C 4.27495 0.48093 -1.72334 -0.60
C 5.50269 0.53862 -1.03055 -0.84
C 5.52922 0.30816 0.35813 -0.41
C 4.31875 0.08727 1.06308 -1.16
C 3.11133 0.11766 0.36410 0.91
O -1.85874 2.03776 -0.51681 -0.60
H -2.81708 3.47642 4.17759 0.40
H -1.56907 2.17822 4.19536 0.06
H -1.14787 3.83102 3.57634 0.28
H -3.21226 1.97647 2.22131 0.20
H -2.61507 3.54953 1.59285 0.36
H 1.09483 1.48742 0.80190 0.91
H 3.37343 -1.32608 -3.33422 0.63
H 3.21828 -1.57017 -5.80905 0.38
H 1.48145 -0.30283 -7.07999 0.35
H -0.26234 0.99363 -5.85302 0.42
H -0.15525 1.15327 -3.34395 0.46
H 4.24239 0.61594 -2.81361 0.55
H 6.43526 0.77902 -1.58412 0.35
H 6.49995 0.32322 0.89381 0.34
H 4.33246 -0.08044 2.14892 0.43
H 2.17719 0.01476 0.90748 -0.19

---

[3]
18
Properties=species:S:1:pos:R:3:mulliken_charge:R:1 method="wB97M-V/def2-TZVPD" e_lumo_ev="-4.8 / -5.1" homo_energy_ev="-12.184 / -11.738" homo_lumo_gap_ha="0.2703 / 0.2435" charge=+1 relative_energy_kj_mol=281.5
C -1.80868 0.13184 -1.43667 -0.37
C -2.08449 -0.92098 -0.48014 -0.25
C -0.07143 1.55176 -0.16676 -0.89
C 1.12544 0.51847 0.18815 -0.46
C -0.95600 1.21069 -1.30054 -0.07
C 0.54143 -0.83868 0.31983 -0.09
N 1.56211 -1.55372 1.32107 -0.34
S -1.05062 -1.26428 0.83692 -0.07
H -2.39313 0.00599 -2.36946 0.35
H -3.05083 -1.35698 -0.55045 0.45
H -0.55591 1.65343 0.87998 0.34
H 0.38566 2.58621 -0.31273 0.37
H 1.92137 0.49756 -0.54028 0.36
H 1.55049 1.03324 1.06244 0.35
H -0.82118 1.98243 -2.11639 0.30
H 2.43420 -1.39831 0.94095 0.34
H 1.59297 -2.54006 1.41696 0.34
H 1.67858 -1.29863 2.30712 0.34

---

| no. | electronic energy (eV) |
| --- | --- |
| 1 | -128833.4516 |
| 2 | -39270.2948 |
| 3 | -18698.9936 |